No. 1
7
Properties=species:S:1:pos:R:3:forces:R:3 method="wB97M-V/def2-TZVPD" largest_force_ha_per_bohr=0.0977 gap_ev=9.18 relative_energy_ev=2.9553 total_charge=0
N -0.60189 0.77749 -0.49886 1.1675 0.8220 0.4250
N -0.53072 0.08660 0.80754 2.0917 2.1695 3.9664
Si 0.60722 -0.45468 -0.44634 -3.4921 1.4026 1.6770
H -1.55363 0.71589 -0.77461 -0.5544 -0.2506 -0.7841
H -0.03988 0.83638 1.78190 -1.6784 -2.4326 -4.0623
H 0.18826 -1.74775 -0.56410 -0.2801 -2.5192 -1.0011
H 1.93064 -0.21393 -0.30554 2.7458 0.8082 -0.2208

=====

No. 2
9
Properties=species:S:1:pos:R:3:forces:R:3 method="wB97M-V/def2-TZVPD" largest_force_ha_per_bohr=0.0599 gap_ev=8.75 relative_energy_ev=1.7309 total_charge=0
N -0.40723 0.75644 0.79623 -2.4516 -1.5374 -1.0601
N -1.62630 0.61421 0.74294 2.1783 0.0679 0.0217
N 1.67921 -0.55319 -0.20830 -0.0068 0.3941 -2.2780
N 0.37897 -0.83234 0.06381 -1.0147 1.1439 1.7621
O -0.35153 -1.30048 -0.99517 -0.4919 -1.4557 0.5803
H -0.74153 -2.16397 -0.60997 0.7289 2.1627 -0.9618
H -2.20471 1.35849 1.22640 1.1109 -0.3213 -0.2948
H 2.03772 -0.41436 0.70423 1.0661 0.5568 0.4252
H 2.00125 0.10975 -0.99764 -1.1193 -1.0110 1.8054

=====

No. 3
10
Properties=species:S:1:pos:R:3:forces:R:3 method="wB97M-V/def2-TZVPD" largest_force_ha_per_bohr=0.1727 gap_ev="6.65 / 8.24" spin_multiplicity=3 relative_energy_ev=2.9348 total_charge=0
N 0.32921 -1.03162 -0.21618 3.4894 -7.7812 -0.2825
N 0.58984 -1.41003 -1.44696 0.9863 -3.1134 0.1486
N -0.03189 0.64423 1.60447 0.7802 1.1131 -2.1061
N -0.13260 0.09418 0.00159 -4.7998 6.1368 4.2632
O -0.34914 0.96807 -0.80394 0.2926 2.1412 -2.6704
O -1.02552 1.63559 1.59476 0.5442 2.0111 -0.8769
H 0.82364 -0.97709 -2.28181 -0.0310 2.6841 -1.3837
H 1.08181 -2.31411 -1.50799 -0.6496 0.5517 0.8380
H -0.58467 -0.12283 1.91548 -0.3961 -0.8754 0.8186
H -0.70068 2.51362 1.14059 -0.2163 -2.8679 1.2511

=====

No. 4
9
Properties=species:S:1:pos:R:3:forces:R:3 method="wB97M-V/def2-TZVPD" largest_force_ha_per_bohr=0.0911 gap_ev=9.55 relative_energy_ev=5.0475 total_charge=+1
N -2.44192 -0.50989 0.05136 -0.8602 -0.2056 1.2751
N -0.48620 0.70055 -0.06070 2.6616 2.3878 0.6836
N -1.43216 0.09466 -0.02678 -1.8795 -2.3684 -1.3092
N 1.61403 -0.40276 0.06826 0.6369 -1.3399 -1.3282
N 0.85772 0.68145 -0.06456 1.2770 4.0589 1.9553
H -3.09328 -0.54690 -0.73234 0.3434 0.0012 -0.5595
H 2.33585 -0.60122 -0.65987 -1.3504 0.2256 0.9841
H 1.46820 -0.98109 0.86776 0.3300 -0.3418 0.3384
H 1.17775 1.56520 0.55686 -1.1587 -2.4177 -2.0397

=====

No. 5
9
Properties=species:S:1:pos:R:3:forces:R:3 method="wB97M-V/def2-TZVPD" largest_force_ha_per_bohr=0.0992 gap_ev=9.09 relative_energy_ev=5.4465 smiles="[H]/N=N/N=[NH+]/N" total_charge=+1
N 1.99044 -1.03899 -1.93193 2.1582 -1.7740 -3.6160
N 0.46140 -0.58676 -0.44946 -3.9805 1.6413 2.7385
N 1.44079 -0.76042 -0.97295 1.6456 -0.0300 -0.5146
N -1.02943 0.45290 0.94343 -2.5599 0.2830 -1.5763
N -0.13914 -0.52984 0.77950 -0.8006 -2.8341 1.2507
H 2.89469 -0.91383 -2.37438 0.2774 0.4513 0.7857
H -0.75958 1.24176 1.45530 0.8543 1.0852 0.5502
H -1.76893 0.60703 0.21992 1.0233 -0.3849 1.0553
H -0.60974 -1.47523 1.00168 1.3821 1.5623 -0.6736

=====

No. 6
9
Properties=species:S:1:pos:R:3:forces:R:3 method="wB97M-V/def2-TZVPD" largest_force_ha_per_bohr=0.0844 gap_ev=6.46 relative_energy_ev=3.6547 total_charge=+1
N 3.86683 0.10896 -0.30006 4.2314 0.1798 -0.9416
N 1.65419 -0.19046 0.04757 -1.4660 -1.3772 0.2755
N 2.77534 -0.20706 -0.01552 -2.3915 1.6714 0.6169
N -2.14175 0.05079 0.14596 1.9996 1.4024 -1.7077
N -1.33172 -0.74988 -0.26402 -1.7380 -2.4150 2.2098
H 4.59613 0.28228 0.39851 -0.6184 -0.4466 -0.0360
H -2.78758 -0.23256 0.83964 -1.2074 -0.5763 0.9728
H -2.10308 1.03167 -0.16314 -0.3485 0.1127 0.2384
H -0.63047 -0.46498 -0.88111 1.5387 1.4489 -1.6280

=====

No. 7
10
Properties=species:S:1:pos:R:3:forces:R:3 method="wB97M-V/def2-TZVPD" largest_force_ha_per_bohr=0.1537 gap_ev="8.55 / 8.55" relative_energy_ev=1.0646 total_charge=0
N 2.15212 0.17831 0.75233 -2.2308 3.4546 6.4838
N 2.73155 -0.18509 -0.04044 4.9616 -2.4274 -5.6561
N -1.26966 -0.58222 0.12026 -1.5514 -0.0439 0.0717
N -0.02277 -0.50064 0.14412 -3.3232 -3.0872 -2.9894
N -2.01637 0.06914 1.08682 1.7061 2.7898 1.0271
N 0.64245 -1.23474 -0.67307 1.7088 0.0096 -0.4638
H 0.48272 0.09132 0.72899 0.7556 1.2637 1.6295
H -1.54995 1.04751 1.37397 -1.6632 -2.4397 -0.8174
H -2.91520 0.20387 0.63287 0.1392 0.4183 0.3459
H 0.01492 -1.73195 -1.29292 -0.5028 0.0622 0.3689

=====

No. 8
9
Properties=species:S:1:pos:R:3:forces:R:3 method="wB97M-V/def2-TZVPD" largest_force_ha_per_bohr=0.0882 gap_ev=9.36 relative_energy_ev=4.3763 smiles="O=PS.NO" total_charge=0
N 1.28786 -0.68181 0.07814 -1.9442 -1.1170 -3.5380
O -2.64983 -0.58627 1.62715 -0.5348 -2.3641 1.4700
O -0.06627 -0.66919 0.43666 -2.5797 -3.3207 1.7038
P -2.30123 0.74433 1.21581 0.2719 1.2970 -1.1748
S -3.03989 0.84885 -0.76838 0.7578 1.2211 0.4381
H 1.76395 -0.52451 0.88117 2.0542 1.2381 2.7723
H -0.38383 -1.64814 0.67132 1.1413 3.0505 -0.9049
H 1.21067 0.09957 -0.55455 1.3504 0.2658 -0.0272
H -2.38379 2.04593 -0.67354 -0.5169 -0.2706 -0.7393

=====

No. 9
10
Properties=species:S:1:pos:R:3:forces:R:3 method="wB97M-V/def2-TZVPD" largest_force_ha_per_bohr=0.1285 gap_ev=7.10 relative_energy_ev=2.7536 total_charge=-1
N -1.87435 0.77395 -0.74568 4.3005 -1.9293 2.5944
O 2.09408 -0.65158 0.98670 -0.0704 0.4563 0.2517
O 1.32678 1.56515 0.16138 -0.1714 -0.9151 -0.3733
O 1.91826 -0.39704 -1.41150 -1.3518 1.1470 1.2947
Si -0.77126 -0.67082 0.36601 -2.9309 3.9301 -4.4270
S 1.32594 -0.06499 -0.10215 1.6988 -0.8296 -0.4829
H 0.38625 1.82860 0.10027 -0.0876 0.0445 -0.2673
H -2.75721 0.38223 -0.53180 -1.7893 -0.5395 0.3658
H -0.80149 -1.00655 1.76611 0.1706 -0.2547 0.7702
H -0.84700 -1.75894 -0.58933 0.2315 -1.1097 0.2737

=====

No. 10
6
Properties=species:S:1:pos:R:3:forces:R:3 method="wB97M-V/def2-TZVPD" largest_force_ha_per_bohr=0.0358 gap_ev="6.19 / 8.45" spin_multiplicity=3 relative_energy_ev=0.2650 total_charge=0
N 0.15658 0.79849 -0.28292 0.7119 0.4445 0.2709
P 0.20101 -0.92159 -0.11476 -0.5155 -0.8960 -1.4921
H -0.22987 1.02900 0.61922 -0.9906 0.4579 0.8833
H 1.07017 1.19720 -0.07597 0.5274 0.2063 -1.0877
H -0.68260 -1.24354 -1.19456 0.7972 -0.0340 -0.3276
H -0.51529 -0.85956 1.04899 -0.5304 -0.1785 1.7533

=====

No. 11
7
Properties=species:S:1:pos:R:3:forces:R:3 method="wB97M-V/def2-TZVPD" largest_force_ha_per_bohr=0.1021 gap_ev=7.54 relative_energy_ev=2.7474 total_charge=0
N 0.99846 -0.06102 1.05963 -4.2600 -2.4446 -1.8535
Si -0.92513 -0.67222 -0.34686 3.6222 1.6589 1.2865
P 1.87682 1.12108 0.77745 1.4001 3.1916 -0.6136
H -1.75221 -1.14168 0.68379 -1.5323 0.1785 0.8383
H -1.22292 0.29705 -1.47875 -0.0346 -0.4976 0.8729
H -0.15994 -1.82808 -0.63205 0.4800 -0.8627 -1.0079
H 1.18492 2.28488 -0.06321 0.3246 -1.2240 0.4773

=====

No. 12
6
Properties=species:S:1:pos:R:3:forces:R:3 method="wB97M-V/def2-TZVPD" largest_force_ha_per_bohr=0.0644 gap_ev=7.59 relative_energy_ev=0.4176 total_charge=-1
N -0.49589 -0.99299 0.70422 3.1188 -1.1189 -0.0024
H -1.42027 -0.81291 0.53049 -2.4952 0.7855 -0.6921
H 0.13201 -0.50683 0.00978 -1.2366 -0.6589 1.2907
H -0.28760 -0.73874 1.65660 0.1982 0.2804 -0.0936
S 0.89583 1.02561 -1.04225 0.2373 0.3348 -0.0751
H 1.17593 2.02587 -1.85884 0.1776 0.3771 -0.4276